Entry 1:
97
Properties=species:S:1:pos:R:3:forces:R:3 method="wB97M-V/def2-TZVPD" homo_ev=-7.7
C -1.784 0.517 2.686 -0.285 -0.157 0.145
C -0.959 -0.767 2.641 -2.431 -0.262 2.715
C -1.744 -1.960 3.151 -0.393 -0.986 1.989
O -0.801 -0.943 1.313 -4.428 0.982 2.810
H -1.743 1.092 3.611 -0.184 -0.301 -0.001
H -2.802 0.241 2.409 -0.157 0.148 0.242
H -1.423 1.176 1.897 -0.456 -0.287 0.805
H -0.061 -0.681 3.253 0.163 -0.480 -0.961
H -1.585 -2.892 2.608 -0.157 1.094 0.591
H -2.817 -1.771 3.159 -0.002 -0.010 0.150
H -1.402 -2.285 4.133 -0.305 0.616 0.621
H -0.372 -1.778 1.114 -2.498 0.065 1.323
C -2.431 1.370 -0.604 -2.882 -0.797 -1.107
C -3.323 0.179 -1.146 1.167 -1.144 3.028
C -2.551 -1.073 -0.596 -1.593 -0.231 -1.962
O -4.578 0.052 -0.449 -0.428 1.529 0.895
H -1.449 1.346 -1.076 -3.459 -0.334 -0.974
H -2.104 1.320 0.435 -1.377 -0.236 -0.055
H -3.045 2.253 -0.779 0.707 0.573 -0.005
H -3.633 0.270 -2.187 1.153 -0.141 -0.071
H -3.204 -1.923 -0.794 0.116 -0.431 -0.139
H -2.399 -1.052 0.484 -0.885 0.443 -0.914
H -1.594 -1.284 -1.074 -1.089 0.908 -0.090
H -5.134 -0.650 -0.794 0.389 -0.084 -0.328
C -0.687 4.514 0.386 -0.041 0.137 -1.730
C -0.346 4.106 -1.119 1.880 -1.901 2.948
C -0.062 2.533 -1.214 0.700 4.864 -1.961
O -1.354 4.397 -1.981 -1.920 1.002 -1.062
H -1.707 4.185 0.581 -0.084 0.043 0.059
H -0.625 5.594 0.518 -0.142 0.075 -0.152
H -0.059 4.037 1.138 -0.068 0.244 -0.878
H 0.535 4.653 -1.454 0.469 -0.032 0.301
H 0.982 2.286 -1.408 0.105 0.358 0.954
H -0.531 2.242 -2.154 -0.031 0.241 0.051
H -0.557 1.919 -0.462 -1.424 6.713 -4.327
H -0.964 4.295 -2.852 -0.380 0.096 -0.259
C 1.985 2.400 1.481 -0.100 2.135 1.086
C 0.792 1.638 2.183 2.319 1.852 2.739
C 1.228 1.060 3.575 1.187 0.004 -1.156
O -0.236 2.586 2.457 -0.349 0.005 -0.415
H 1.654 3.016 0.645 -0.037 -0.268 0.004
H 2.828 1.783 1.170 -0.007 2.595 -0.278
H 2.466 3.078 2.186 -0.356 0.394 0.398
H 0.487 0.876 1.466 0.064 1.132 1.981
H 0.430 0.496 4.057 0.524 0.716 0.261
H 1.709 1.754 4.264 -0.578 0.741 -0.085
H 2.084 0.418 3.366 -0.585 -0.236 0.188
H 0.101 3.371 2.896 0.465 -0.123 0.109
C 0.952 -2.174 0.713 1.647 -1.536 -3.037
C -0.225 -2.894 0.050 1.180 -2.360 -0.436
C 0.255 -4.187 -0.573 -0.841 0.909 0.110
O -1.253 -3.153 1.001 -0.244 -2.870 -1.480
H 1.626 -1.902 -0.099 -0.920 -0.794 -0.390
H 1.618 -2.614 1.455 -1.641 -0.950 -0.312
H 0.514 -1.209 0.967 4.770 -1.095 0.178
H -0.791 -2.282 -0.652 1.507 -0.486 0.200
H 1.087 -3.916 -1.223 -0.265 -0.596 -0.383
H -0.663 -4.526 -1.052 0.497 -0.724 -0.682
H 0.557 -4.888 0.206 0.164 -0.049 -0.012
H -1.225 -4.108 1.101 -0.337 -0.307 0.304
O 0.017 0.516 -0.045 -1.661 4.573 7.151
H -0.201 1.442 0.068 3.085 -2.236 3.847
H -0.511 0.064 0.613 -1.119 -0.902 0.355
C 2.982 -1.561 2.697 -1.111 -0.931 0.350
C 3.249 -1.275 1.234 0.092 1.930 1.803
C 2.417 -0.054 0.712 0.907 0.119 0.767
O 2.908 0.587 -0.471 0.564 0.256 0.973
C 2.634 -0.259 -1.524 3.763 -0.026 -1.003
N 4.663 -1.015 1.261 0.733 -0.117 -2.901
H 3.239 -0.783 3.416 0.396 0.037 -0.510
H 3.585 -2.431 2.955 -0.211 -0.215 0.125
H 1.917 -1.755 2.820 0.292 -0.100 0.856
H 2.954 -2.105 0.592 1.930 -0.087 0.540
H 2.411 0.803 1.385 0.573 -3.907 0.351
H 1.348 -0.119 0.509 2.576 -0.519 0.721
H 3.088 0.163 -2.421 0.288 0.073 -0.228
H 1.567 -0.319 -1.741 4.306 -0.956 1.184
H 3.141 -1.205 -1.333 0.352 -0.468 -0.130
H 4.671 -0.495 0.395 1.715 0.438 -0.325
H 5.114 -0.460 1.975 -0.847 0.133 0.326
C 0.268 -0.038 -1.821 -5.204 -2.040 -6.864
C -0.019 -1.163 -2.774 1.154 -1.025 -0.886
C -0.719 -0.726 -4.080 -0.665 0.516 0.531
O -2.088 -0.352 -3.836 0.803 -0.021 1.298
C -2.953 -0.003 -4.891 0.421 -1.205 0.332
N 1.232 -1.877 -3.002 0.844 -1.599 -1.629
H 0.570 -0.318 -0.812 0.419 -2.283 -3.891
H -0.743 0.360 -1.732 0.577 -0.407 -0.883
H 0.946 0.717 -2.218 -1.356 0.257 -0.417
H -0.489 -1.969 -2.211 -1.235 0.602 -0.727
H -0.676 -1.467 -4.878 0.159 -0.206 -0.039
H -0.179 0.182 -4.347 0.217 0.121 -0.640
H -2.640 0.880 -5.449 0.053 -0.031 -0.151
H -3.936 0.138 -4.443 0.072 0.345 0.038
H -3.044 -0.913 -5.483 -0.078 0.263 -0.860
H 1.881 -1.632 -2.268 -0.421 -0.969 -0.721
H 1.726 -1.696 -3.864 -0.198 0.176 -0.288



Entry 2:
19
Properties=species:S:1:pos:R:3:forces:R:3 method="wB97M-V/def2-TZVPD" homo_ev=-9.2
C 2.989 0.654 -1.278 0.038 -0.015 0.117
C -0.187 -0.715 -0.398 0.229 1.127 0.671
C -1.203 -0.495 0.715 0.442 0.540 -0.018
C -0.683 -1.061 2.028 0.779 0.933 0.206
H 3.372 0.024 -0.470 0.119 0.140 -0.145
H 3.012 1.708 -0.944 -0.020 -0.261 -0.085
H 3.624 0.551 -2.166 -0.110 -0.003 0.257
H 1.304 0.656 -2.405 -0.363 0.366 -0.676
H 0.460 1.234 -0.344 -0.191 0.003 0.110
H 0.566 -1.843 -1.657 0.260 -0.093 -0.283
H -2.072 -1.043 0.422 -0.575 -0.368 -0.229
H 0.225 -0.501 2.357 -0.534 -0.434 -0.277
H -1.421 -0.948 2.812 -0.218 -0.132 0.130
H -0.418 -2.098 1.887 0.049 -0.329 0.041
H -0.930 1.594 1.858 -0.093 -0.010 -0.116
N 1.656 0.173 -1.607 0.649 -0.345 0.138
N 0.779 0.294 -0.539 -0.501 -0.278 0.304
N -0.208 -1.811 -1.006 -0.208 -0.655 -0.265
S -1.800 1.236 0.894 0.249 -0.186 0.119



Entry 3:
22
Properties=species:S:1:pos:R:3:forces:R:3 method="wB97M-V/def2-TZVPD" homo_ev=-6.5
C 1.304 -0.390 -1.212 -0.156 0.633 1.048
C 1.243 -1.858 -0.885 -0.006 0.020 0.096
C 0.768 0.660 0.334 2.126 -0.761 -1.204
C 1.072 0.233 1.596 -0.298 -0.038 0.029
O 1.183 1.880 -0.131 -0.603 -0.106 -0.094
H 0.837 2.553 0.473 0.164 -0.103 0.134
H 0.762 -0.095 -2.114 -0.066 0.053 0.080
H 2.311 0.017 -1.238 0.021 -0.024 0.009
H 0.645 -0.664 2.010 0.025 -0.151 -0.013
H 1.937 0.671 2.072 -0.173 0.187 0.055
H 1.627 -2.024 0.127 -0.020 0.016 -0.072
H 1.847 -2.453 -1.575 -0.020 0.061 0.022
H 0.223 -2.247 -0.934 -0.008 0.016 0.005
C -2.037 -0.423 0.922 0.103 -0.138 -0.091
C -1.283 0.557 0.094 0.459 -0.782 -1.153
C -1.747 1.555 -0.636 -0.142 0.130 0.090
H -0.103 0.091 -0.421 -1.457 0.873 0.875
H -1.760 -0.327 1.973 -0.050 0.069 0.008
H -3.112 -0.268 0.805 0.039 0.060 0.132
H -1.808 -1.450 0.626 -0.011 0.035 -0.009
H -2.813 1.717 -0.761 -0.047 0.183 0.322
H -1.094 2.266 -1.127 0.120 -0.236 -0.271



Entry 4:
30
Properties=species:S:1:pos:R:3:forces:R:3 method="wB97M-V/def2-TZVPD" homo_ev=-8.6
F 0.657 3.082 0.321 2.349 1.281 0.903
C -0.336 2.285 0.231 -6.014 -3.184 -0.171
C -1.052 2.248 -0.966 -4.377 -7.825 11.096
C -2.254 1.287 -0.974 1.554 0.177 1.862
C -2.664 0.457 0.051 4.393 4.979 4.209
C -2.016 0.726 1.427 3.465 4.532 -10.486
C -0.944 1.516 1.564 -2.134 1.009 -10.385
H -0.290 1.790 2.171 4.677 1.524 6.861
H -2.297 0.304 2.175 -3.819 -5.362 8.694
C -3.730 -0.440 0.128 -4.142 0.046 -6.272
H -4.701 0.136 -0.404 2.317 -2.025 0.637
H -4.161 -0.664 1.018 -0.348 -1.262 2.841
S -3.101 -2.022 -0.943 0.158 1.950 2.187
C -1.560 -1.803 0.009 -2.371 1.776 -11.761
N -1.357 -2.142 1.096 -1.530 -2.962 10.288
N -0.114 -1.938 1.549 3.568 -0.356 -4.691
C 0.507 -1.709 0.338 -2.397 2.697 2.003
C 1.798 -1.195 0.088 4.110 3.299 -3.910
N 2.801 -1.097 0.952 -13.221 -5.514 4.405
C 3.905 -0.764 0.917 10.667 3.217 -6.440
C 4.339 -0.340 -0.516 7.064 0.649 7.710
C 3.367 -0.175 -1.321 5.525 4.139 -9.886
C 2.175 -0.566 -1.208 -8.589 -4.632 4.835
H 1.379 -0.594 -1.876 -0.724 0.468 -1.691
H 3.790 0.265 -2.688 -1.431 -1.125 4.088
H 5.495 -0.001 -0.561 -2.989 -0.872 -0.666
H 4.608 -1.066 1.650 0.994 0.487 1.024
O -0.430 -1.362 -0.725 0.821 -2.738 3.811
H -2.947 1.137 -1.749 -0.112 0.490 -1.984
H -0.866 2.647 -1.755 2.536 5.136 -9.111



Entry 5:
80
Properties=species:S:1:pos:R:3:forces:R:3 method="wB97M-V/def2-TZVPD" s_squared=2.009 total_charge=+1 spin_multiplicity=3 homo_ev="-11.1 / -11.8"
C -3.011 0.056 2.448 -0.244 1.541 0.875
N -1.977 -0.578 1.603 -0.592 0.342 0.151
C -1.467 0.156 0.528 2.791 -3.151 -1.149
C -0.468 -0.700 -0.058 -3.134 1.986 2.254
N -0.492 -1.875 0.745 1.496 1.053 -1.808
P 0.682 -3.095 0.275 1.891 -3.816 -0.757
N 0.078 -4.440 -0.252 0.243 0.933 1.027
O 1.627 -2.500 -0.945 -1.271 0.466 2.408
O 1.642 -3.364 1.622 -1.821 1.552 -1.446
C -1.419 -1.815 1.772 -0.406 1.863 -2.507
P -1.745 -3.154 3.060 0.681 -1.681 0.784
O -1.543 -4.588 2.191 -1.037 2.896 0.253
Br -3.942 -3.176 3.609 0.705 0.222 -0.737
H -3.268 -0.514 3.367 0.270 0.177 -1.002
H -2.572 1.033 2.799 -0.314 -1.039 -0.288
H -3.932 0.342 1.871 0.928 -0.770 0.363
H -1.719 1.170 0.163 -0.201 -0.900 0.848
H 0.147 -0.430 -0.941 -0.273 -0.932 0.796
H 0.428 -5.158 0.399 -0.521 0.029 -0.482
H 1.944 -3.310 -1.399 -0.405 0.363 0.130
H 1.009 -3.357 2.369 0.693 -0.187 0.107
H -2.048 -4.439 1.361 0.514 -0.891 -0.021
C -2.681 2.176 -5.195 -0.350 -0.093 0.009
C -1.322 1.439 -5.066 -0.910 1.915 -0.597
C -0.913 0.856 -6.430 0.145 -0.491 -0.016
C -1.723 -0.370 -6.836 -0.025 -0.039 0.018
C -1.703 -1.425 -5.734 0.406 0.297 -0.221
C -2.139 -0.869 -4.367 -1.866 -0.836 0.232
N -1.416 0.392 -4.003 3.387 -1.480 -0.947
O -0.166 0.066 -3.644 -1.735 0.551 0.455
C -3.665 -0.628 -4.378 -0.145 0.283 -0.198
C -1.954 -1.964 -3.308 0.773 0.099 0.291
C -0.323 2.553 -4.697 0.469 -0.481 0.424
H -2.547 3.242 -5.390 0.208 -0.127 -0.043
H -3.292 1.798 -6.016 -0.029 -0.076 0.108
H -3.263 2.113 -4.274 0.046 -0.071 -0.053
H 0.147 0.581 -6.409 -0.029 0.019 0.176
H -1.009 1.622 -7.205 -0.048 0.138 0.233
H -2.752 -0.093 -7.077 0.000 0.019 0.025
H -1.304 -0.798 -7.751 -0.046 0.055 0.053
H -2.348 -2.258 -6.021 -0.076 0.033 0.241
H -0.689 -1.834 -5.660 -0.014 0.091 0.159
H -3.993 -0.157 -3.448 0.059 0.019 -0.043
H -4.202 -1.574 -4.470 0.221 -0.027 0.038
H -4.005 -0.015 -5.209 0.051 0.070 0.068
H -0.926 -2.329 -3.264 -0.004 0.151 0.016
H -2.580 -2.830 -3.529 -0.072 0.211 -0.164
H -2.230 -1.607 -2.310 -0.021 0.070 -0.062
H -0.577 3.004 -3.733 -0.012 -0.046 -0.036
H -0.340 3.344 -5.449 -0.244 -0.169 -0.037
H 0.707 2.199 -4.649 -0.128 -0.121 0.114
C 3.964 -0.077 3.191 0.189 -0.116 0.258
C 2.721 0.800 2.884 1.737 -1.044 -0.794
C 3.153 2.266 2.700 -0.252 0.367 0.243
C 3.518 2.960 4.007 -0.051 0.011 0.087
C 2.395 2.814 5.032 0.026 0.119 -0.608
C 1.971 1.351 5.251 0.751 -0.338 2.138
N 1.706 0.635 3.967 -1.908 2.790 -1.307
O 0.536 1.057 3.498 0.646 -1.224 0.436
C 3.067 0.616 6.054 0.323 -0.084 -0.158
C 0.751 1.324 6.191 -0.479 -0.043 -0.563
C 2.213 0.272 1.534 -0.728 0.197 0.029
H 4.383 -0.519 2.285 -0.146 0.182 -0.055
H 4.776 0.486 3.651 -0.089 -0.040 0.097
H 3.713 -0.916 3.844 -0.023 0.100 0.008
H 2.343 2.830 2.222 -0.096 -0.138 0.052
H 4.002 2.320 2.013 -0.069 -0.263 -0.009
H 4.453 2.562 4.409 -0.014 -0.032 -0.012
H 3.699 4.022 3.820 0.016 -0.091 -0.007
H 2.712 3.256 5.980 -0.098 -0.228 0.079
H 1.535 3.402 4.694 -0.061 -0.166 -0.015
H 2.831 -0.446 6.155 -0.011 0.052 -0.049
H 3.144 1.028 7.062 -0.183 0.068 -0.116
H 4.061 0.706 5.623 -0.047 -0.059 -0.062
H -0.085 1.914 5.811 0.069 -0.107 -0.122
H 1.009 1.743 7.165 0.230 -0.044 -0.149
H 0.404 0.300 6.354 0.033 0.037 -0.046
H 1.900 -0.773 1.619 0.097 0.056 0.094
H 2.998 0.323 0.777 0.138 0.007 0.271
H 1.377 0.851 1.140 -0.003 0.010 0.238



no.,strongest force on any atom (eV/A),E_tot (Eh)
1,8.851,-1624.99672
2,1.331,-721.42647
3,2.559,-350.11208
4,14.986,-1276.58785
5,4.363,-4771.66045